{
  "formula": "C22H14F5N2OPtS2Se",
  "method": "wB97M-V/def2-TZVPD",
  "species": ["Pt", "Se", "S", "S", "F", "F", "F", "F", "F", "O", "N", "N", "C", "C", "C", "C", "C", "C", "C", "C", "C", "C", "C", "C", "C", "C", "C", "C", "C", "C", "C", "C", "C", "C", "H", "H", "H", "H", "H", "H", "H", "H", "H", "H", "H", "H", "H", "H"],
  "xyz": [[-0.095, 0.109, 0.062], [0.084, 2.539, -0.215], [-1.793, -1.134, 1.236], [-1.929, -3.832, -0.064], [-5.399, 4.547, 1.236], [-5.137, 2.109, 0.030], [-3.194, 6.048, 1.778], [-2.635, 1.206, -0.648], [-0.720, 5.119, 1.057], [2.118, 0.722, -0.141], [1.092, -1.633, 0.808], [0.313, -2.667, 0.588], [-2.923, -0.951, -3.423], [-1.816, 4.408, 0.801], [5.089, 1.399, 1.716], [-0.448, -1.377, -2.233], [2.239, -1.747, 1.425], [-4.200, 4.101, 0.899], [3.035, 0.538, 0.714], [5.153, 0.277, 2.560], [2.598, -3.078, 2.015], [-4.066, 2.856, 0.277], [-2.611, -2.193, -2.901], [-1.656, 3.164, 0.190], [-3.070, 4.876, 1.169], [-2.799, 2.410, -0.068], [3.147, -0.647, 1.545], [-1.376, -2.424, -2.305], [-0.775, -0.120, -2.750], [-2.020, 0.094, -3.326], [4.198, -0.710, 2.474], [-0.975, -2.538, 0.628], [-1.087, -3.767, -1.708], [4.052, 1.537, 0.840], [-0.029, 0.664, -2.775], [-3.320, -3.005, -2.976], [2.484, -3.073, 3.098], [-2.275, 1.065, -3.720], [-1.534, -4.582, -2.276], [5.959, 0.181, 3.272], [3.631, -3.324, 1.779], [-3.868, -0.811, -3.923], [-0.025, -3.942, -1.545], [0.580, -1.584, -1.935], [4.243, -1.543, 3.158], [5.854, 2.160, 1.779], [3.962, 2.397, 0.194], [1.946, -3.844, 1.604]],
  "lumo_energy_ev": [-3.626, -6.176],
  "total_energy_ha": -4847.54588,
  "homo_energy_ev": [-11.340, -11.281],
  "multiplicity": 5,
  "charge": 1,
  "homo_lumo_gap_ev": [7.71, 5.11],
  "e_above_lowest_kj_mol": 105.9,
  "s2": 6.08
}